Density functional theory data (ωB97M-V with the def2-TZVPD basis set) for a molecular structure, C25H48BrMnN2S2SbSi3 in a non-equilibrium geometry.

Last column: Mulliken spin population.
Geometry (Å):
Mn 1.06 1.35 -0.29  4.955
Br 2.29 3.51 -1.66  0.046
C 0.94 4.66 -1.03  -0.013
C 1.12 6.04 -1.07  0.008
C 0.01 6.89 -0.87  -0.007
C -1.25 6.38 -0.71  0.008
C -1.47 4.99 -0.77  -0.003
C -2.72 4.37 -0.96  0.027
C -2.88 3.02 -0.96  -0.003
C -1.77 2.22 -0.72  -0.193
C -0.51 2.70 -0.49  0.123
C -0.31 4.10 -0.74  -0.123
H 2.11 6.38 -1.42  -0.001
H 0.16 7.98 -0.81  0.000
H -2.07 7.08 -0.54  0.000
H -3.56 5.04 -1.15  0.002
H -3.86 2.58 -1.21  0.000
H -1.90 1.11 -0.69  0.008
C 6.21 -0.36 0.85  0.000
C 5.08 0.50 0.24  -0.002
S 4.82 2.11 0.73  0.003
C 4.32 -0.15 -0.82  0.008
C 4.83 -1.58 -1.19  0.008
S 2.97 0.53 -1.66  0.035
H 6.64 0.23 1.68  0.000
H 6.98 -0.61 0.11  0.000
H 5.78 -1.30 1.25  0.000
H 5.82 -1.57 -1.64  0.001
H 4.09 -1.99 -1.88  -0.005
H 4.86 -2.19 -0.28  0.000
C -4.08 -3.30 -0.37  0.002
Si -3.45 -1.52 -0.35  0.008
C -3.77 -0.64 1.33  0.000
C -4.24 -0.50 -1.76  0.000
Sb -0.86 -1.29 -0.68  0.060
Si -0.15 -3.05 1.14  0.003
C 1.74 -3.04 1.08  0.001
C -0.80 -4.86 0.92  0.000
C -0.81 -2.53 2.91  -0.001
Si -0.76 -2.24 -3.10  0.001
C 1.05 -2.77 -3.28  0.000
C -1.08 -0.74 -4.18  0.000
C -2.04 -3.58 -3.71  0.002
H -5.14 -3.34 -0.75  0.001
H -4.06 -3.80 0.61  0.000
H -3.46 -3.91 -1.06  -0.001
H -4.23 -1.35 2.09  0.000
H -4.45 0.23 1.12  0.000
H -2.87 -0.23 1.76  0.000
H -5.34 -0.39 -1.66  0.000
H -4.06 -0.96 -2.76  0.000
H -3.82 0.49 -1.77  0.000
H 2.15 -2.00 1.12  0.002
H 2.20 -3.48 0.17  0.001
H 2.09 -3.59 1.99  0.000
H -1.55 -4.79 0.10  0.001
H -1.28 -5.17 1.87  0.000
H -0.07 -5.64 0.63  0.000
H -0.34 -1.62 3.35  0.001
H -0.74 -3.36 3.65  0.000
H -1.88 -2.24 2.80  0.000
H 1.69 -1.89 -3.41  -0.002
H 1.13 -3.41 -4.19  0.000
H 1.45 -3.37 -2.45  0.000
H -1.02 -1.08 -5.20  0.000
H -0.26 0.00 -4.02  0.001
H -2.04 -0.15 -4.01  0.000
H -1.79 -4.60 -3.34  0.000
H -2.13 -3.58 -4.83  0.000
H -3.01 -3.37 -3.27  0.000
N 0.74 2.50 5.37  0.002
C 1.37 1.53 4.41  0.000
C 0.75 1.68 3.02  0.032
N 1.53 1.06 1.87  0.038
H 1.02 2.28 6.33  0.000
H -0.29 2.48 5.31  -0.001
H 1.09 3.46 5.14  0.000
H 1.19 0.53 4.80  0.000
H 2.45 1.76 4.37  -0.002
H 0.75 2.74 2.73  0.005
H -0.28 1.34 2.96  -0.004
H 1.47 0.05 1.96  -0.034
H 2.53 1.20 1.96  0.001

## Properties
Energy relative to the best compared isomer or geometry (same formula, charge and spin), kJ/mol: 0.0
Molar mass, g/mol: 781.7
LUMO level (alpha / beta), eV: -1.9 / -1.9
Multiplicity: 6
HOMO-LUMO gap (alpha / beta), eV: 2.514 / 2.516